Molecular formula: C27H33BrF18N2O8PS
Method: DFT, wB97M-V/def2-TZVPD

XYZ file:
```
91
Properties=species:S:1:pos:R:3:forces:R:3:mulliken_charge:R:1
C 0.4381 -2.0547 -4.1638 0.1 0.1 0.2 -1.411
C 0.3506 -1.4795 -2.7363 0.2 -0.2 -0.1 0.295
S -0.6447 0.0443 -2.8349 0.0 -0.1 -0.1 -0.258
C -0.8604 0.6654 -1.1206 0.0 0.3 0.7 -1.001
C -0.3204 -0.2463 -0.0596 -0.2 -0.1 -0.1 -0.175
C 0.9364 -0.0176 0.5171 -1.7 0.2 -1.5 1.074
F 1.5570 1.0373 0.0209 0.7 0.0 0.2 -0.406
C 1.4388 -0.8302 1.4688 2.0 0.2 0.7 0.734
C 2.7893 -0.5319 2.1079 -0.1 0.4 0.2 -0.983
C 3.3176 0.9203 2.0221 -1.1 0.6 0.8 -1.067
C 4.1037 1.2834 3.3106 0.0 0.1 -1.0 -0.907
C 4.9592 2.5540 3.0735 0.2 -0.7 1.2 -0.478
O 6.2990 2.2146 2.7372 -0.3 0.1 -0.5 -0.544
N 0.7289 -1.9371 1.8602 -0.4 0.7 0.6 0.360
P 1.3083 -3.1318 3.0132 0.9 -3.3 0.4 0.414
O 1.2711 -4.4077 2.3157 -0.3 0.0 -0.7 -0.634
O 2.7862 -2.9757 3.5845 -0.8 1.4 -0.2 -0.478
O 0.3386 -3.0595 4.2667 0.7 1.1 -0.4 -0.477
C -0.5127 -2.1953 1.3622 -1.2 -0.5 -0.7 -0.097
C -1.3677 -3.3660 1.8116 -0.9 -0.5 0.9 -0.215
Br -1.6259 -4.6668 0.3550 0.5 0.3 0.2 0.011
C -2.7306 -2.9062 2.4927 0.2 -0.2 -0.7 -0.533
C -4.0033 -3.5319 1.8920 -0.3 0.6 0.6 -1.341
C -1.0459 -1.3446 0.3984 -0.1 0.6 0.0 0.501
C -2.3953 -1.4970 -0.2971 -1.2 -0.7 -0.6 -0.662
O -2.5544 -2.1663 -1.2840 0.8 0.5 0.6 -0.472
N -3.4994 -0.7085 0.1863 0.4 -0.8 0.1 0.031
C -4.6080 -0.7398 -0.6879 -0.8 0.8 -1.5 0.561
O -4.6813 -0.2116 -1.7528 0.4 -0.7 1.4 -0.412
F -5.6668 -1.4086 -0.1750 0.7 0.3 0.2 -0.236
H 0.8818 -3.0555 -4.0995 -0.2 0.2 -0.1 0.423
H 1.0893 -1.4504 -4.8046 -0.2 0.0 0.1 0.434
H -0.5515 -2.1320 -4.6268 0.2 0.0 0.1 0.194
H -0.1165 -2.2280 -2.0846 0.0 0.3 -0.1 0.056
H 1.3641 -1.2553 -2.3783 -0.2 0.0 0.0 0.289
H -0.3963 1.6503 -1.0123 0.0 -0.3 -0.2 0.641
H -1.9327 0.8107 -0.9311 0.2 -0.1 -0.3 0.401
H 3.5679 -1.2041 1.7179 -0.3 -0.1 0.2 0.303
H 2.6448 -0.6959 3.1848 0.3 -0.2 -0.3 0.669
H 2.4428 1.5883 2.0344 0.3 -0.1 -0.1 0.437
H 3.8672 1.1706 1.1109 0.1 -0.4 0.2 0.461
H 4.7324 0.4157 3.5587 0.1 0.4 0.3 0.456
H 3.4187 1.4815 4.1464 0.0 -0.3 -0.2 0.378
H 4.5117 3.1664 2.2884 0.4 0.0 0.0 0.267
H 4.9788 3.1254 4.0148 -0.2 0.1 -0.3 0.288
H 6.6172 1.6061 3.4111 0.1 0.1 0.0 0.341
H 3.3947 -3.1987 2.8605 0.2 -0.2 0.3 0.374
H 0.6684 -3.6828 4.9373 -0.2 0.1 0.1 0.382
H -0.9277 -3.9936 2.5776 0.4 0.2 -0.4 0.784
H -2.7176 -3.2060 3.5474 0.3 0.1 -0.2 0.388
H -2.7264 -1.8074 2.4962 -0.3 -0.2 0.1 0.457
H -4.1665 -3.3207 0.8342 0.2 -0.1 0.1 0.253
H -4.0058 -4.6118 2.0547 0.0 0.2 -0.1 0.462
H -4.8580 -3.1115 2.4442 0.1 -0.2 -0.2 0.390
H -3.7402 -0.9359 1.1456 0.0 0.2 0.0 0.335
C 3.5303 8.9215 2.1725 -0.1 0.3 -0.6 -0.694
C 3.8934 9.2345 3.6396 -0.7 -0.2 -0.1 0.873
C 5.1556 8.5758 4.2034 0.5 0.1 0.4 0.087
F 5.0668 7.2303 4.2114 -0.2 -0.1 -0.2 -0.198
F 5.3330 8.9633 5.4869 -0.1 0.2 -0.1 -0.268
F 2.8271 8.9653 4.4242 0.1 -0.2 0.1 -0.271
F 4.0932 10.5788 3.7079 0.3 0.0 -0.1 -0.322
O 2.5281 7.9295 1.9369 0.3 -0.5 0.7 -0.396
C 2.8732 6.5947 1.8692 0.3 1.1 -0.6 0.806
C 2.2030 5.7762 2.9744 -0.3 -0.1 0.4 0.149
F 2.5615 6.2095 4.1931 0.1 0.1 -0.1 -0.209
F 2.5865 4.4737 2.8814 0.0 0.0 -0.2 -0.175
F 4.2075 6.4392 1.8556 0.0 -0.3 0.2 -0.275
F 2.4232 6.1370 0.6771 -0.2 -0.3 0.1 -0.318
H 3.0819 9.8361 1.7860 -0.1 0.0 0.2 0.401
H 4.4136 8.7576 1.5558 0.1 -0.2 0.2 0.331
H 6.0407 8.8692 3.6329 -0.1 0.0 -0.1 0.275
H 1.1158 5.8349 2.8982 0.0 0.0 -0.2 0.186
C -4.6782 -3.1215 -5.1708 0.1 0.5 0.5 -0.655
C -5.6801 -3.4270 -6.3040 0.7 0.2 -0.3 0.820
C -6.4414 -4.7531 -6.2255 -0.5 -0.2 -0.1 0.113
F -5.6168 -5.8157 -6.2790 0.2 0.1 0.1 -0.218
F -7.2812 -4.8549 -7.2809 0.0 0.2 0.0 -0.267
F -5.0494 -3.3113 -7.4915 0.0 -0.2 0.0 -0.274
F -6.6164 -2.4380 -6.2660 -0.2 -0.2 0.3 -0.326
O -3.2948 -3.3689 -5.4262 -0.2 -0.7 -0.5 -0.377
C -2.7558 -4.6267 -5.2114 -0.7 0.9 0.7 0.698
C -2.2162 -5.2553 -6.4984 0.3 -0.2 -0.5 0.221
F -3.1916 -5.4003 -7.4111 -0.1 0.1 0.1 -0.226
F -1.7182 -6.4843 -6.2344 0.0 0.1 0.2 -0.265
F -3.6375 -5.4181 -4.5787 0.1 -0.3 -0.2 -0.289
F -1.7214 -4.4507 -4.3540 0.3 -0.2 -0.1 -0.247
H -4.7242 -2.0417 -5.0304 0.0 0.0 -0.2 0.418
H -4.9942 -3.5437 -4.2169 0.0 -0.3 -0.1 0.322
H -7.0359 -4.8113 -5.3097 0.1 0.1 0.1 0.284
H -1.4281 -4.6343 -6.9302 0.0 0.1 0.1 0.229
```
Forces are in eV/Å.

Calculated values
* highest occupied orbital energy: -11.5 eV
* net charge: +1
* E: -6871.050853 a.u.
* largest force on an atom: 3.5 eV/Å
* gap between HOMO and LUMO: 6.7 eV